Record 1
The following is a quantum chemistry calculation of the molecule C3HClO, from OMol25.

Computed properties:
Gap between HOMO and LUMO   10.00 eV
SMILES   O=c1cc1Cl
Total energy   -17694.03245 eV

Each line ends with the natural charge from an NBO analysis.
Geometry (Å):
C (-0.8036, 0.3498, -0.0007)  -0.204
C (0.6622, 0.3384, -0.0041)  -0.103
C (-0.0919, -0.8949, -0.0009)  0.495
O (-0.0974, -2.0810, 0.0026)  -0.559
Cl (2.0022, 1.3204, 0.0018)  0.133
H (-1.6714, 0.9673, 0.0014)  0.239

Record 2
The following is a quantum chemistry calculation of the molecule C3HF2NOS, from OMol25.

Computed properties:
Gap between HOMO and LUMO   8.90 eV
SMILES   Fc1[nH]oc(=S)c1F
Total energy   -22932.15213 eV

Each line ends with the natural charge from an NBO analysis.
Geometry (Å):
C (1.0057, 0.1870, -0.0579)  0.504
C (-1.2292, 0.0216, -0.0510)  0.105
C (-0.1091, 0.9254, -0.0477)  0.175
H (1.0953, -1.7978, 0.5091)  0.393
N (0.7005, -1.1615, -0.1670)  -0.291
O (-0.6915, -1.2404, -0.0495)  -0.300
F (2.2718, 0.5344, -0.0374)  -0.262
F (-0.2134, 2.2426, -0.0530)  -0.269
S (-2.8301, 0.2886, -0.0456)  -0.056

Record 3
The following is a quantum chemistry calculation of the molecule C3HF3N2O3, from OMol25.

Computed properties:
Gap between HOMO and LUMO (alpha / beta)   7.07 / 7.12 eV
Expectation value of S²   2.012
Total energy   -20391.85468 eV
Spin multiplicity   3

Each line ends with the natural charge from an NBO analysis.
Geometry (Å):
C (-0.0860, -0.1703, -0.2303)  0.062
C (-1.2748, -0.8664, -0.7013)  0.778
C (0.9883, 0.2666, -1.1379)  0.681
N (-0.2495, 0.0883, 1.0976)  -0.468
N (-1.2199, -0.4160, 1.7136)  0.249
O (1.0559, -0.0025, -2.2790)  -0.463
O (-2.1635, -1.0441, 0.0889)  -0.451
O (1.7896, 0.9828, -0.3117)  -0.165
F (-1.3759, -1.1352, -1.9974)  -0.290
F (-0.9466, -0.0656, 3.1000)  -0.296
F (2.9114, 1.6788, -0.8517)  -0.080
H (0.5711, 0.6836, 1.5091)  0.443

Record 4
The following is a quantum chemistry calculation of the molecule C3HF3O, from OMol25.

Computed properties:
Gap between HOMO and LUMO   10.65 eV
SMILES   O=CC(F)=C(F)F
Total energy   -13325.20096 eV

Each line ends with the natural charge from an NBO analysis.
Geometry (Å):
C (-0.3400, 0.5969, 1.1720)  0.391
C (-0.5092, -0.1942, -0.2387)  0.119
C (0.6034, -0.4475, -0.9278)  0.688
O (-1.2717, 0.9138, 1.8349)  -0.476
F (-1.7212, -0.4580, -0.7037)  -0.283
F (0.7209, -0.9935, -2.1199)  -0.281
F (1.8054, -0.1733, -0.4374)  -0.298
H (0.7126, 0.7558, 1.4205)  0.140

Which of these has the lowest total energy?
C3HF2NOS